1.
Density functional theory data (the ωB97M-V functional and the def2-TZVPD basis) for H22O21SV3 as an isolated structure at a distorted geometry.

Structure (XYZ):
```
47
Properties=species:S:1:pos:R:3:forces:R:3:lowdin_charge:R:1
O -9.09244 5.09263 -23.46730 -0.769 -0.488 0.161 -0.059
H -4.82785 7.00684 -21.47725 0.034 0.273 -0.204 0.112
V -7.32471 3.59817 -23.06893 2.318 -0.109 -1.632 0.971
H -8.75613 7.75297 -22.85276 0.347 0.251 -0.065 0.116
O -5.66232 6.26587 -28.86268 -0.643 1.163 1.437 -0.074
H -3.42920 4.16678 -23.39181 0.376 -0.253 0.420 -0.006
H -5.94706 8.26271 -26.46940 -0.521 0.385 -0.614 -0.013
H -9.89296 4.62851 -23.15357 0.167 0.447 -0.098 0.110
O -5.78010 9.75648 -22.46640 -0.557 -0.645 -0.585 -0.262
O -4.39052 9.38958 -24.87073 -0.038 0.080 0.323 -0.037
O -4.95470 2.55614 -26.49549 0.231 0.055 0.333 -0.033
O -4.81421 7.28743 -22.40635 0.037 -0.774 -0.361 -0.048
O -4.49951 5.13960 -25.68007 -0.780 0.426 0.154 -0.329
H -2.81310 4.79340 -25.27646 0.730 0.002 -0.001 -0.012
H -5.50469 1.76318 -26.47890 0.028 0.165 -0.231 0.109
H -7.97530 5.79215 -27.40058 -0.617 0.401 -0.807 -0.033
O -3.76451 4.03695 -22.48667 -0.212 0.196 -0.387 -0.059
O -7.09874 9.49675 -24.61484 0.521 -0.910 1.240 -0.297
O -3.76849 4.43893 -28.41679 -1.509 -0.429 1.129 -0.284
O -6.22156 8.65996 -27.32503 0.049 -0.603 0.137 -0.058
O -8.71461 6.06569 -27.98456 0.220 -0.012 0.547 -0.070
H -4.08805 9.02812 -25.71673 -0.164 0.020 0.207 0.088
H -3.90266 3.08444 -22.40726 -0.003 0.191 0.063 0.044
H -7.67559 6.75017 -22.31959 -0.022 0.381 -0.203 0.083
O -2.01757 4.39628 -24.87594 -0.482 0.134 0.013 -0.054
H -4.47946 10.34745 -25.01006 -0.006 -0.295 0.110 0.107
H -4.16401 2.36925 -25.96103 -0.200 0.210 -0.242 0.116
O -7.11669 4.12605 -21.61200 -0.533 -0.220 0.126 -0.266
H -9.37337 5.51622 -24.29986 0.317 -0.307 0.150 0.110
O -7.80358 7.58971 -22.80214 0.186 -0.613 0.432 -0.043
H -7.16253 8.86098 -27.19407 0.333 0.059 0.023 0.071
O -6.16159 3.58622 -28.70812 0.227 -0.134 0.532 -0.274
V -6.19476 8.69619 -23.55593 0.025 2.196 -1.027 0.903
H -8.07815 3.68454 -25.88915 0.085 -0.300 0.362 0.064
O -5.83208 7.10142 -25.07355 0.048 -1.704 -0.316 -0.365
S -5.83218 5.62697 -25.28376 -0.557 0.458 -0.209 0.480
H -8.29770 6.49579 -28.73880 -0.055 -0.181 0.034 0.030
H -4.35636 6.56510 -22.87372 -0.185 0.132 0.358 0.069
O -6.33593 5.03021 -24.03281 -0.183 -0.191 0.508 -0.365
H -1.36890 5.10596 -24.79224 -0.070 -0.166 -0.051 0.063
O -8.16091 3.01300 -25.17816 -0.405 0.297 -0.418 -0.068
H -5.61455 6.48771 -29.79976 0.227 -0.340 0.082 0.101
O -6.34591 2.36636 -23.27461 -1.024 0.678 0.644 -0.279
H -8.51250 2.21539 -25.59946 0.104 0.114 0.228 0.105
O -6.74534 5.15037 -26.39968 1.104 0.779 0.999 -0.394
H -5.93096 7.10673 -28.37608 0.380 -0.721 -0.618 0.058
V -5.19673 4.31654 -27.70191 1.442 -0.100 -2.682 0.870
```
Positions in Å, forces in eV/Å.

Computed properties:
**Charge**: +1
**E_HOMO**: -0.48966 Eh
**Gap between HOMO and LUMO**: 8.215 eV
**Energy relative to the best compared isomer or geometry (same formula, charge and spin)**: 0.000 eV
**Energy**: -4823.40858 Eh

=====

2.
Density functional theory data (the ωB97M-V functional and the def2-TZVPD basis) for a 12-piece molecular cluster, H23O11 overall at a distorted geometry.

Structure (XYZ):
```
34
Properties=species:S:1:pos:R:3:forces:R:3:nbo_charge:R:1
H 1.30931 2.96365 -1.83108 0.099 -1.324 0.010 0.462
O 3.23772 2.28804 -1.19757 -0.491 -0.598 1.167 -0.939
O 0.85976 -1.49080 0.88840 0.855 0.542 0.348 -0.987
H 0.41321 -0.22087 -3.95022 0.907 -2.021 -0.408 0.529
H 2.67064 -3.77803 1.20672 1.554 -0.492 0.997 0.478
H -1.49674 3.15393 3.54658 -0.015 0.500 -0.154 0.499
H -3.01209 2.48627 -1.93767 0.090 -0.169 0.722 0.484
H 0.20158 3.67609 -1.43923 -1.279 0.087 0.281 0.460
O 0.73448 0.62616 -3.80755 -1.521 3.183 0.510 -1.069
H -3.25690 0.04664 -0.42669 -1.354 0.824 -1.936 0.525
H -2.09560 1.31321 -1.78259 0.057 0.541 0.576 0.482
H 0.07662 -1.99095 0.65766 0.007 -0.571 -0.200 0.518
H -3.13578 -1.64623 0.03683 -0.665 1.706 -1.067 0.522
H 1.42633 1.26657 -3.69121 0.511 -1.331 -0.164 0.541
O -1.46731 2.24178 3.82751 -1.818 -1.916 -0.950 -0.956
H -1.70928 -3.56650 -1.89386 -0.178 0.247 -0.265 0.469
H -2.30411 1.82650 3.41498 1.632 1.525 1.090 0.470
H -1.06090 -4.86162 -1.51291 0.156 -0.382 0.061 0.480
H 1.04366 0.06827 1.50979 0.425 1.164 -0.450 0.533
H 0.20048 0.79572 2.77629 1.307 -0.837 -2.736 0.566
H 3.80399 1.52249 -1.27776 0.183 -0.323 0.036 0.479
H -1.40608 0.25490 3.01924 -1.372 -0.017 -0.261 0.524
O -2.61436 1.93769 -1.23160 -0.082 -0.489 -1.269 -0.959
H 2.88910 -4.37315 -0.27638 1.724 -0.619 -0.578 0.500
H 1.62440 -2.09267 0.95770 -0.774 0.002 -0.665 0.514
O 1.34960 0.82629 2.14256 -1.639 -1.660 1.063 -0.834
H 3.41608 2.78747 -1.96531 0.603 1.011 -1.337 0.465
O -2.98497 -0.67773 0.08077 2.307 -2.369 3.193 -1.050
H -0.97380 -0.11019 1.48808 -1.358 0.422 -1.326 0.540
O -0.78189 -0.11984 2.40991 1.270 0.158 2.927 -0.899
O -1.36895 -4.03849 -1.13568 0.016 0.275 0.264 -0.948
H 1.70895 0.12429 2.71593 1.006 0.671 0.732 0.498
O 2.33359 -3.99899 0.36592 -3.111 1.037 -0.157 -0.969
O 0.36927 2.76012 -1.68753 0.945 1.221 -0.052 -0.925
```
Positions in Å, forces in eV/Å.

Computed properties:
**Charge**: +1
**E_HOMO**: -0.49364 Eh
**Gap between HOMO and LUMO**: 10.485 eV
**Energy relative to the best compared isomer or geometry (same formula, charge and spin)**: 6.469 eV
**Energy**: -841.04443 Eh

=====

3.
Density functional theory data (the ωB97M-V functional and the def2-TZVPD basis) for a 12-piece molecular cluster, H23O12 overall at a distorted geometry.

Structure (XYZ):
```
35
Properties=species:S:1:pos:R:3:forces:R:3:nbo_charge:R:1
H 1.20314 -0.81527 -1.23559 0.964 0.031 0.178 0.518
H 2.59377 0.02644 -1.78086 1.427 -0.635 0.065 0.480
H 0.39602 -2.84724 2.15139 0.149 -0.166 0.106 0.446
O 0.46874 -1.90449 -0.54340 -0.260 -0.021 0.324 -1.029
H 0.68934 1.00773 0.93472 -0.115 -0.131 -0.083 0.484
H 0.56249 1.12305 -0.58946 0.326 0.004 0.048 0.491
O 1.02026 0.23207 2.49547 -0.855 -0.032 0.642 -1.023
H -2.43222 0.40049 -0.08610 0.281 0.127 0.629 0.490
H 0.83361 0.56910 -3.05263 -0.616 0.144 -0.226 0.501
H 1.89309 0.57232 2.32748 0.658 -0.329 0.182 0.483
H -0.13929 2.68710 2.77214 0.019 -0.122 0.048 0.460
H -0.89853 2.25800 1.53490 0.175 0.386 0.076 0.494
O 3.55908 -1.92435 2.69694 0.106 -0.316 0.568 -1.011
O -1.89885 0.12716 2.29312 -0.055 -0.207 -0.256 -0.953
H -3.05884 -1.21146 -3.78349 -0.079 -0.114 -0.047 0.455
H 3.93446 -1.45823 1.95052 -0.230 -0.096 -0.260 0.452
H 0.71799 -2.68953 -1.01401 -0.027 -0.635 -0.591 0.461
H -0.71638 3.48030 -1.93370 -0.028 0.155 0.029 0.468
H -0.29425 2.63508 -3.09686 0.035 -0.554 -0.368 0.491
H -0.63267 0.34714 -2.90983 -0.268 0.042 -0.064 0.475
O -2.42792 -0.41963 -0.57079 -0.534 0.020 -1.039 -0.982
O -0.70503 3.48133 -2.89732 -0.096 0.456 0.364 -0.977
H 0.74562 -2.17260 0.48121 0.201 0.653 0.246 0.508
O 1.12351 -2.33580 1.78333 -0.571 -0.235 0.192 -1.193
O 1.68165 0.02630 -1.59168 -1.841 0.454 -0.295 -1.053
O -0.77595 3.01292 2.13264 -0.373 0.247 0.252 -0.963
O 0.41215 1.61176 0.22833 -0.374 0.168 -0.307 -1.011
O -3.48262 -1.39771 -2.93926 0.029 0.215 -0.482 -0.959
H 2.68081 -2.31234 2.42775 0.292 0.520 -0.332 0.517
H 1.04847 -0.75957 2.59961 0.610 0.284 -0.789 0.529
O -0.02018 0.79244 -3.50788 0.599 -0.237 0.247 -0.991
H -3.19736 -0.65869 -2.38277 0.034 -0.318 0.472 0.496
H -1.84922 -1.04720 -0.13965 0.367 0.045 0.216 0.500
H -0.99425 -0.14186 2.11062 0.441 0.260 -0.273 0.485
H -2.04062 -0.29474 3.13510 -0.389 -0.061 0.530 0.463
```
Positions in Å, forces in eV/Å.

Computed properties:
**Charge**: -1
**E_HOMO**: -0.26261 Eh
**Gap between HOMO and LUMO**: 9.886 eV
**Energy relative to the best compared isomer or geometry (same formula, charge and spin)**: 1.517 eV
**Energy**: -916.76664 Eh